Record 1
Formula: C18H18N6O4RuS3
Source: the OMol25 dataset
Level of theory: ωB97M-V with the def2-TZVPD basis set

Last column: natural (NBO) charge in e.
CARTESIAN COORDINATES (ANGSTROEM)
Ru: -0.62 0.78 0.32  1.1275
C: -3.75 0.54 4.67  -0.7504
S: -4.12 1.80 3.42  0.4603
C: -2.95 1.58 2.17  -0.0931
S: -1.78 0.26 2.18  0.1660
N: -2.97 2.46 1.22  -0.3086
N: -2.04 2.24 0.26  -0.2515
C: -2.05 3.01 -0.78  0.1602
C: -1.07 2.75 -1.82  0.1282
C: -1.00 3.50 -2.98  -0.1666
C: -0.05 3.16 -3.93  -0.1072
C: 0.79 2.08 -3.69  -0.2093
C: 0.66 1.37 -2.51  0.0941
N: -0.24 1.70 -1.59  -0.4671
H: -4.53 -0.22 4.63  0.2517
H: -3.76 1.04 5.63  0.2633
H: -2.78 0.07 4.52  0.2375
H: -2.78 3.80 -0.85  0.2560
H: -1.67 4.33 -3.13  0.2586
H: 0.03 3.72 -4.85  0.2598
H: 1.53 1.77 -4.42  0.2586
H: 1.28 0.51 -2.29  0.2250
O: -2.03 -0.48 -1.21  -0.5883
C: -2.18 -1.69 -1.11  0.4734
C: -1.28 -2.60 -0.42  -0.2722
C: -1.61 -3.95 -0.44  -0.0997
C: -0.77 -4.87 0.16  0.0214
C: 0.41 -4.48 0.78  -0.1091
C: 0.75 -3.14 0.81  -0.2610
C: -0.08 -2.20 0.22  0.4240
O: 0.31 -0.91 0.28  -0.6385
N: -1.14 -6.30 0.13  0.5284
O: -2.22 -6.57 -0.34  -0.3409
O: -0.34 -7.08 0.59  -0.3322
H: -3.05 -2.15 -1.59  0.1716
H: -2.52 -4.30 -0.92  0.2720
H: 1.04 -5.24 1.24  0.2773
H: 1.65 -2.81 1.31  0.2385
S: 1.20 2.17 1.41  -0.1257
C: 2.72 1.71 0.75  0.3494
N: 3.02 0.54 0.19  -0.5806
C: 4.46 0.44 -0.11  -0.2294
C: 4.98 1.86 0.23  -0.2299
N: 3.77 2.51 0.76  -0.5390
H: 2.41 -0.26 0.31  0.4384
H: 4.61 0.19 -1.16  0.2233
H: 4.93 -0.32 0.50  0.2278
H: 5.34 2.39 -0.65  0.2270
H: 5.76 1.84 0.98  0.2358
H: 3.74 3.45 1.11  0.4449

⟨S²⟩	6.04
multiplicity	5
largest force on an atom	0.51	eV/Å
total energy	-71158.110	eV
HOMO (alpha / beta)	-14.276 / -14.397	eV
total charge	+2
gap between HOMO and LUMO (alpha / beta)	7.07 / 5.62	eV

Record 2
Formula: C3H11NO4
Source: the OMol25 dataset
Level of theory: ωB97M-V with the def2-TZVPD basis set

Last column: natural (NBO) charge in e.
CARTESIAN COORDINATES (ANGSTROEM)
N: -0.07 0.42 -0.70  -0.8423
C: 0.87 0.54 0.38  -0.1847
C: 1.84 -0.63 0.35  0.4446
O: 2.11 -1.25 -0.63  -0.4942
C: 0.25 0.67 1.81  -0.0832
O: -1.15 0.93 1.65  -0.7363
H: -0.81 1.10 -0.63  0.3861
H: -0.46 -0.49 -0.90  0.3815
H: 1.49 1.41 0.16  0.2116
H: 2.29 -0.87 1.34  0.0997
H: 0.32 -0.29 2.33  0.1671
H: 0.71 1.53 2.28  0.1792
H: -1.46 1.45 2.40  0.4754
O: 1.77 0.44 -3.65  -0.9560
H: 1.45 -0.29 -4.19  0.4636
H: 1.30 0.36 -2.81  0.4876
O: -3.53 -1.59 -0.08  -0.9486
H: -3.65 -1.00 0.66  0.4766
H: -3.27 -2.46 0.23  0.4723

largest force on an atom	1.41	eV/Å
total energy	-12968.428	eV
energy relative to the best compared isomer or geometry (same formula, charge and spin)	254.0	kJ/mol
HOMO	-9.522	eV
SMILES string	N[C@H](C=O)CO.O.O
gap between HOMO and LUMO	9.83	eV

Record 3
Formula: C24H19CuN6S
Source: the OMol25 dataset
Level of theory: ωB97M-V with the def2-TZVPD basis set

Last column: natural (NBO) charge in e.
CARTESIAN COORDINATES (ANGSTROEM)
Cu: 0.20 0.68 -0.29  0.8731
C: 4.38 2.23 -3.13  -0.2793
C: 4.58 2.54 -1.79  -0.1867
C: 3.90 1.87 -0.79  -0.3161
C: 2.98 0.85 -1.10  0.2551
C: 2.80 0.54 -2.46  -0.2963
C: 3.48 1.22 -3.45  -0.2074
N: 2.14 0.24 -0.17  -0.7418
C: 2.50 0.11 1.12  0.2134
C: 3.83 -0.07 1.58  -0.2785
C: 4.12 -0.15 2.92  -0.1621
C: 3.12 -0.08 3.91  -0.2840
C: 1.82 0.07 3.52  -0.1945
C: 1.49 0.14 2.16  0.0601
N: 0.21 0.24 1.69  -0.2712
N: -0.65 0.89 2.34  -0.2206
C: -1.87 1.01 1.58  0.3377
C: -3.01 1.46 2.24  -0.2383
C: -4.16 1.64 1.50  -0.1443
C: -4.16 1.34 0.15  -0.2642
C: -2.98 0.88 -0.42  0.0623
N: -1.85 0.72 0.27  -0.5253
H: 4.92 2.76 -3.91  0.2107
H: 5.27 3.33 -1.52  0.2087
H: 4.04 2.15 0.24  0.2216
H: 2.09 -0.23 -2.71  0.2179
H: 3.31 0.95 -4.49  0.2103
H: 4.63 -0.14 0.85  0.2220
H: 5.15 -0.30 3.22  0.2107
H: 3.38 -0.16 4.96  0.2133
H: 1.01 0.10 4.24  0.2203
H: -2.96 1.66 3.30  0.2423
H: -5.06 1.99 1.99  0.2230
H: -5.04 1.45 -0.46  0.2269
H: -2.94 0.61 -1.47  0.2038
N: 0.66 3.45 -2.03  -0.7980
C: 0.19 3.70 -0.78  0.2931
N: 0.43 2.92 0.23  -0.6115
C: -0.18 3.40 1.39  0.1672
C: -0.02 2.77 2.63  -0.1954
C: -0.68 3.42 3.70  -0.2242
C: -1.49 4.53 3.51  -0.2136
C: -1.67 5.11 2.26  -0.2576
C: -0.99 4.53 1.22  -0.2201
S: -0.89 5.04 -0.46  0.3291
H: 1.44 2.81 -2.08  0.4274
H: 0.66 4.19 -2.71  0.3986
H: 0.99 2.43 2.86  0.2373
H: -0.54 3.03 4.70  0.2102
H: -1.98 4.98 4.37  0.2138
H: -2.28 6.00 2.13  0.2208

largest force on an atom	3.66	eV/Å
total energy	-89610.688	eV
energy relative to the best compared isomer or geometry (same formula, charge and spin)	203.9	kJ/mol
HOMO	-6.449	eV
gap between HOMO and LUMO	5.70	eV

Record 4
Formula: C2H9OS
Source: the OMol25 dataset
Level of theory: ωB97M-V with the def2-TZVPD basis set

Last column: natural (NBO) charge in e.
CARTESIAN COORDINATES (ANGSTROEM)
O: -1.84 -1.35 1.10  -0.9861
H: -2.59 -1.76 0.67  0.4987
H: -2.01 -1.31 2.08  0.5051
H: -0.90 -0.17 -0.43  0.2142
C: 0.28 1.38 0.80  -0.7851
S: 0.21 0.54 -0.78  0.6806
C: 1.47 -0.75 -0.74  -0.8125
H: 1.31 1.87 0.69  0.2624
H: -0.36 2.29 0.84  0.2917
H: 0.20 0.75 1.72  0.2753
H: 1.94 -1.13 -1.76  0.3019
H: 0.91 -1.59 -0.37  0.2660
H: 2.38 -0.65 -0.16  0.2877

largest force on an atom	2.94	eV/Å
total energy	-15094.731	eV
energy relative to the best compared isomer or geometry (same formula, charge and spin)	75.8	kJ/mol
HOMO	-15.967	eV
total charge	+1
gap between HOMO and LUMO	12.46	eV

Record 5
Formula: C5H21N2O5
Source: the OMol25 dataset
Level of theory: ωB97M-V with the def2-TZVPD basis set

Last column: natural (NBO) charge in e.
CARTESIAN COORDINATES (ANGSTROEM)
C: -0.22 -2.35 -0.73  -0.4342
N: 0.38 -1.13 -0.21  -0.6486
C: 0.26 -0.98 1.24  -0.0884
C: 0.54 0.50 1.53  -0.4186
C: -0.75 1.30 1.89  -0.2806
N: -1.60 1.55 0.73  -0.3687
C: 1.30 -1.88 1.93  -0.0658
O: 2.60 -1.59 1.46  -0.7271
H: -0.22 -2.32 -1.83  0.2122
H: -1.26 -2.53 -0.41  0.1674
H: 0.35 -3.24 -0.45  0.2060
H: 2.51 -1.31 0.53  0.4809
H: -0.75 -1.23 1.63  0.1699
H: 1.01 1.00 0.67  0.2491
H: 1.29 0.63 2.31  0.2488
H: -0.44 2.26 2.29  0.2301
H: -1.31 0.74 2.63  0.2114
H: -1.07 1.94 -0.19  0.4295
H: -2.14 0.74 0.42  0.3981
H: 1.32 -1.67 3.00  0.1827
H: 1.11 -2.94 1.71  0.1686
H: 1.42 0.16 -2.63  0.4620
H: 0.23 1.12 -2.65  0.4930
O: 1.05 0.87 -3.16  -0.9847
H: -1.34 2.26 -1.90  0.4847
H: -0.10 -0.31 -0.57  0.3746
O: -0.86 1.53 -1.49  -1.0981
H: -2.12 0.50 -1.34  0.4871
H: -2.40 -1.00 -1.52  0.4697
O: -2.83 -0.19 -1.22  -0.9882
H: 1.83 2.45 -1.82  0.4886
H: 0.67 2.34 -0.91  0.4674
O: 1.54 2.77 -0.96  -0.9787

⟨S²⟩	0.75
multiplicity	2
largest force on an atom	1.88	eV/Å
total energy	-18740.611	eV
energy relative to the best compared isomer or geometry (same formula, charge and spin)	68.0	kJ/mol
HOMO (alpha / beta)	-9.997 / -9.993	eV
gap between HOMO and LUMO (alpha / beta)	10.45 / 6.71	eV

Record 6
Formula: C36H40O11
Source: the OMol25 dataset
Level of theory: ωB97M-V with the def2-TZVPD basis set

Last column: Löwdin charge in e.
CARTESIAN COORDINATES (ANGSTROEM)
O: -7.08 -20.26 -1.28  0.1403
C: -7.39 -19.75 -0.27  -0.4342
C: -8.02 -20.50 0.81  -0.0062
C: -8.41 -19.96 1.97  -0.0007
C: -8.30 -18.47 2.24  -0.3656
O: -8.77 -17.85 3.18  0.0887
C: -7.42 -17.77 1.24  0.0129
C: -6.93 -18.36 0.12  0.0354
H: -8.05 -21.60 0.62  0.1387
H: -8.82 -20.66 2.75  0.1364
H: -7.17 -16.74 1.47  0.1137
H: -6.32 -17.85 -0.62  0.1186
O: -2.78 -29.50 8.06  0.0829
C: -1.96 -28.83 7.40  -0.3424
C: -0.58 -29.26 7.28  0.0079
C: 0.31 -28.44 6.81  -0.0005
C: 0.03 -27.10 6.36  -0.3958
O: 0.89 -26.45 5.80  0.1027
C: -1.38 -26.57 6.43  0.0327
C: -2.32 -27.48 6.77  0.0356
H: -0.37 -30.28 7.50  0.1192
H: 1.38 -28.70 6.72  0.1411
H: -1.54 -25.52 6.16  0.1108
H: -3.38 -27.25 6.86  0.1160
O: -8.46 -19.42 7.31  0.0734
C: -7.85 -18.42 7.75  -0.3656
C: -8.24 -17.09 7.19  0.0316
C: -8.08 -16.01 7.92  0.0009
C: -7.30 -16.04 9.16  -0.3713
O: -7.05 -15.08 9.84  0.1124
C: -6.86 -17.44 9.65  0.0534
C: -7.03 -18.56 8.93  0.0004
H: -8.71 -17.07 6.21  0.1263
H: -8.38 -15.03 7.63  0.1129
H: -6.34 -17.50 10.60  0.1120
H: -6.69 -19.52 9.23  0.1101
O: -7.01 -22.87 3.19  0.0759
C: -5.87 -22.57 3.59  -0.3835
C: -5.07 -23.65 4.17  0.0356
C: -3.87 -23.32 4.69  0.0291
C: -3.32 -21.95 4.79  -0.3505
O: -2.27 -21.64 5.27  0.1181
C: -4.37 -20.90 4.36  0.0460
C: -5.52 -21.17 3.75  0.0147
H: -5.55 -24.60 4.18  0.1153
H: -3.22 -24.13 5.01  0.1005
H: -3.98 -19.89 4.58  0.1178
H: -6.18 -20.45 3.15  0.1313
C: -2.12 -22.90 -0.15  -0.1635
C: -3.48 -22.37 -0.59  -0.1509
C: -3.30 -20.84 -0.54  -0.2525
O: -1.95 -20.59 -0.41  -0.1659
C: -1.20 -21.83 -0.70  -0.1475
H: -1.89 -23.92 -0.54  0.1298
H: -1.99 -22.92 0.94  0.0953
H: -4.32 -22.65 0.08  0.1143
H: -3.63 -22.67 -1.62  0.1039
H: -3.80 -20.38 0.36  0.1095
H: -3.63 -20.31 -1.47  0.1276
H: -0.26 -21.67 -0.23  0.0829
H: -1.00 -21.91 -1.82  0.1389
C: -0.92 -18.44 4.53  -0.1620
C: -1.87 -17.83 3.45  -0.1304
C: -1.86 -18.97 2.38  -0.1768
O: -1.15 -20.10 2.93  -0.1641
C: -0.24 -19.65 3.88  -0.2389
H: -1.44 -18.74 5.46  0.1099
H: -0.12 -17.77 4.85  0.0972
H: -1.40 -16.91 3.05  0.1047
H: -2.87 -17.51 3.88  0.1153
H: -1.29 -18.69 1.49  0.1222
H: -2.79 -19.35 2.14  0.0658
H: 0.73 -19.32 3.41  0.1320
H: -0.02 -20.45 4.52  0.0797
C: 1.79 -23.02 3.27  -0.1233
C: 0.38 -23.46 3.84  -0.1598
C: -0.10 -24.48 2.80  -0.1833
O: 0.71 -24.28 1.61  -0.1613
C: 1.57 -23.17 1.71  -0.2057
H: 2.51 -23.81 3.65  0.1170
H: 2.22 -21.99 3.58  0.1234
H: -0.28 -22.58 3.78  0.0745
H: 0.36 -23.89 4.85  0.0977
H: -1.16 -24.27 2.53  0.0998
H: 0.03 -25.53 3.09  0.1106
H: 1.10 -22.28 1.28  0.0906
H: 2.45 -23.34 1.12  0.1082

largest force on an atom	4.04	eV/Å
total energy	-60494.774	eV
HOMO	-9.377	eV
SMILES string	O=C1C=CC(=O)C=C1.O=C1C=CC(=O)C=C1.O=C1C=CC(=O)C=C1.O=C1C=CC(=O)C=C1.C1CCOC1.C1CCOC1.C1CCOC1
gap between HOMO and LUMO	7.57	eV

Record 7
Formula: C5H5GdO4
Source: the OMol25 dataset
Level of theory: ωB97M-V with the def2-TZVPD basis set

Last column: Mulliken spin population.
CARTESIAN COORDINATES (ANGSTROEM)
O: 1.54 -1.29 -0.80  -0.0129
C: 0.28 -0.85 -1.24  0.0269
C: -0.30 0.34 -0.49  -0.0394
O: -0.99 0.11 0.64  -0.0101
C: -0.34 -0.82 1.82  0.1958
O: 0.73 -0.14 2.34  -0.0129
O: -1.37 -0.94 2.76  -0.0020
Gd: 1.77 -1.71 1.27  7.8573
H: -0.47 -1.67 -1.17  -0.0011
H: 0.34 -0.56 -2.30  0.0019
H: -1.42 -0.08 3.21  0.0052
C: -0.19 1.68 -0.95  -0.0108
C: 0.37 2.20 -2.11  0.0011
H: -0.64 2.38 -0.22  0.0006
H: 0.69 1.35 -2.76  0.0003

⟨S²⟩	20.06
multiplicity	9
largest force on an atom	2.48	eV/Å
total energy	-34286.797	eV
HOMO (alpha / beta)	-3.010 / -3.687	eV
total charge	-1
gap between HOMO and LUMO (alpha / beta)	6.10 / 6.10	eV

Record 8
Formula: C5H7N
Source: the OMol25 dataset
Level of theory: ωB97M-V with the def2-TZVPD basis set

Last column: natural (NBO) charge in e.
CARTESIAN COORDINATES (ANGSTROEM)
C: 1.94 -0.02 -0.10  -0.6163
C: 0.45 0.11 -0.18  -0.0969
C: -0.46 1.21 -0.01  -0.3070
C: -1.71 0.68 0.19  -0.0673
N: -1.62 -0.69 0.10  -0.5103
C: -0.32 -1.03 -0.15  -0.0837
H: 2.18 -1.07 -0.26  0.2099
H: 2.54 0.60 -0.77  0.2112
H: 2.25 0.19 0.93  0.2134
H: -0.24 2.27 -0.08  0.2214
H: -2.65 1.16 0.42  0.2092
H: -2.35 -1.34 0.31  0.4102
H: -0.02 -2.05 -0.38  0.2062

largest force on an atom	0.40	eV/Å
total energy	-6788.232	eV
energy relative to the best compared isomer or geometry (same formula, charge and spin)	27.0	kJ/mol
HOMO	-8.114	eV
SMILES string	Cc1cc[nH]c1
gap between HOMO and LUMO	9.19	eV